12
Properties=species:S:1:pos:R:3:mulliken_charge:R:1 method="wB97M-V/def2-TZVPD" charge=+2 homo_lumo_gap_ha="0.1573 / 0.1573"
O -2.51 0.81 -0.28 -0.438
C -1.59 -0.20 -0.53 -0.364
H -2.65 0.94 0.66 0.344
H -1.44 -0.24 -1.64 0.294
H -1.95 -1.19 -0.20 0.353
C -0.23 0.00 -0.01 0.578
C 0.75 -0.85 0.57 -0.255
H 0.72 -1.81 1.10 0.375
C 0.43 1.06 0.65 -0.339
C 1.66 0.24 0.47 0.924
O 2.85 0.47 0.25 -0.707
Zn 3.96 0.78 -1.03 1.235


23
Properties=species:S:1:pos:R:3:mulliken_charge:R:1 method="wB97M-V/def2-TZVPD" de_lowest_kcal_mol=77.8 charge=+1 homo_lumo_gap_ha="0.2833 / 0.2834"
C -3.06 -1.27 0.14 -0.373
C -3.01 -0.15 0.98 -0.553
C -2.19 -1.22 -0.99 -0.436
C -2.14 0.86 0.77 -0.250
C -1.32 -0.17 -1.21 -0.234
C -1.23 0.87 -0.29 0.693
C -0.22 1.80 -0.41 -0.077
C 1.40 -0.25 0.38 0.729
N 3.02 -1.42 0.45 -0.662
N 1.65 0.73 -0.31 0.012
N 2.85 1.41 -0.34 -0.722
O 0.62 -0.98 0.86 -0.391
S 0.37 3.21 -0.76 -0.234
H -3.70 -2.17 0.14 0.393
H -3.51 -0.13 1.99 0.295
H -2.51 -1.88 -1.85 0.322
H -2.11 1.64 1.42 0.577
H -0.72 -0.10 -2.05 0.555
H 3.72 -0.89 -0.03 0.309
H 2.88 -2.38 0.07 0.292
H 3.12 1.61 0.58 0.236
H 2.80 2.28 -0.91 0.250
H 3.29 -1.41 1.37 0.268


174
Properties=species:S:1:pos:R:3:mulliken_charge:R:1 method="wB97M-V/def2-TZVPD" de_lowest_kcal_mol=23.7 charge=+2 homo_lumo_gap_ha=0.2820
C 1.89 0.63 2.46 -0.086
C 1.80 1.92 3.26 -1.115
C 2.91 2.93 2.88 -0.462
C 2.35 3.97 1.88 -0.694
P 3.48 5.28 1.29 0.671
C 3.71 6.36 2.78 -0.746
C 2.43 6.72 3.52 -0.764
C 2.60 7.99 4.35 -0.644
C 1.35 8.68 4.89 -1.299
C 2.63 6.04 -0.18 -1.028
C 2.25 5.14 -1.37 0.207
C 3.37 4.81 -2.32 0.095
C 3.83 5.98 -3.18 -1.567
C 5.06 4.52 0.66 -0.766
C 6.10 4.20 1.74 -0.675
C 7.33 3.45 1.21 -0.817
C 7.10 2.30 0.20 -1.155
H 1.44 0.84 1.49 0.020
H 1.15 -0.03 2.93 -0.365
H 2.83 0.08 2.43 0.468
H 1.87 1.72 4.33 0.518
H 0.76 2.25 3.11 0.333
H 3.70 2.36 2.38 0.035
H 3.29 3.48 3.74 0.520
H 1.38 4.35 2.19 0.981
H 2.19 3.44 0.94 -0.237
H 4.26 7.22 2.39 0.547
H 4.34 5.72 3.40 0.646
H 1.93 5.94 4.10 0.375
H 1.62 7.03 2.84 0.297
H 3.24 8.76 3.90 0.394
H 3.22 7.73 5.22 0.345
H 1.75 9.43 5.57 0.391
H 0.78 8.05 5.58 0.317
H 0.67 9.10 4.15 0.353
H 3.33 6.74 -0.64 0.465
H 1.69 6.40 0.26 0.551
H 1.47 5.68 -1.92 0.626
H 1.57 4.34 -1.04 -0.613
H 3.08 3.91 -2.86 0.382
H 4.33 4.46 -1.92 -0.201
H 4.48 6.71 -2.68 0.358
H 3.02 6.57 -3.60 0.350
H 4.48 5.57 -3.96 0.449
H 5.53 5.34 0.11 0.613
H 4.85 3.68 0.01 0.515
H 5.63 3.59 2.53 0.301
H 6.52 5.07 2.25 0.350
H 7.98 3.14 2.02 0.503
H 8.00 4.16 0.70 0.339
H 6.23 1.68 0.41 0.260
H 8.01 1.69 0.22 0.370
H 7.00 2.69 -0.82 0.302
C 0.57 -1.50 5.40 -1.291
C -0.65 -0.62 5.21 -0.226
C -1.74 -1.35 4.41 -0.286
C -2.78 -0.40 3.76 -0.549
P -4.00 -1.23 2.76 1.213
C -4.88 0.16 1.99 -0.976
C -5.91 0.03 0.85 -1.573
C -5.26 0.02 -0.54 1.532
C -6.31 -0.24 -1.59 -1.860
C -3.21 -2.16 1.42 0.043
C -4.04 -3.08 0.51 0.056
C -4.03 -4.52 0.96 -0.637
C -4.86 -5.54 0.23 -1.610
C -5.06 -2.19 3.91 -1.258
C -6.31 -2.78 3.27 -0.312
C -6.90 -3.99 4.06 -0.415
C -8.23 -4.42 3.45 -1.357
H 0.33 -2.22 6.19 0.430
H 1.45 -0.94 5.72 0.379
H 0.90 -1.98 4.47 0.300
H -0.31 0.25 4.64 -0.136
H -1.07 -0.22 6.13 0.605
H -2.21 -2.09 5.05 0.547
H -1.26 -1.94 3.62 -0.126
H -2.23 0.34 3.18 -0.037
H -3.40 0.07 4.53 0.644
H -4.18 0.98 1.82 0.484
H -5.48 0.55 2.83 0.637
H -6.66 0.82 0.85 0.623
H -6.55 -0.85 0.92 0.331
H -4.48 -0.73 -0.47 -0.785
H -4.95 1.03 -0.80 0.272
H -6.71 -1.27 -1.59 0.340
H -5.73 -0.18 -2.52 0.410
H -7.20 0.37 -1.72 0.364
H -2.38 -2.76 1.82 1.059
H -2.76 -1.33 0.85 -1.280
H -3.64 -2.95 -0.51 0.167
H -5.06 -2.69 0.42 0.137
H -4.28 -4.48 2.03 0.486
H -2.95 -4.74 1.02 0.479
H -5.90 -5.63 0.50 0.323
H -4.37 -6.50 0.42 0.475
H -4.64 -5.55 -0.84 0.203
H -5.18 -1.66 4.85 0.657
H -4.48 -3.04 4.30 0.568
H -6.12 -3.07 2.24 -0.004
H -7.10 -2.03 3.32 0.585
H -6.95 -3.63 5.08 0.399
H -6.27 -4.86 3.91 0.294
H -8.69 -5.35 3.79 0.388
H -8.01 -4.57 2.38 0.254
H -9.06 -3.71 3.41 0.354
C -2.15 -6.55 -1.86 -1.508
C -1.89 -5.10 -2.27 0.385
C -0.44 -4.78 -2.58 -0.595
C -0.31 -3.54 -3.50 -0.053
P 1.42 -3.00 -3.62 1.281
C 1.32 -1.24 -3.94 -0.169
C 1.29 -0.85 -5.41 -0.614
C 1.39 0.66 -5.70 -0.864
C 0.03 1.33 -5.51 -1.018
C 2.26 -3.14 -1.97 -2.149
C 1.51 -2.33 -0.91 0.385
C 2.09 -2.41 0.52 -0.587
C 0.93 -2.47 1.52 -0.710
C 2.41 -3.94 -4.82 -1.148
C 3.87 -3.52 -4.95 -0.556
C 4.71 -4.51 -5.76 -0.700
C 4.15 -4.72 -7.16 -1.175
H -1.87 -6.67 -0.81 0.333
H -1.70 -7.35 -2.45 0.436
H -3.22 -6.75 -1.94 0.347
H -2.42 -4.39 -1.64 -0.436
H -2.36 -5.12 -3.26 0.290
H -0.11 -5.67 -3.12 0.353
H 0.20 -4.75 -1.69 0.395
H -0.96 -2.75 -3.13 -0.657
H -0.65 -3.79 -4.50 0.876
H 2.32 -0.97 -3.55 0.711
H 0.60 -0.75 -3.28 -0.430
H 0.43 -1.25 -5.95 0.435
H 2.14 -1.28 -5.95 0.155
H 1.65 0.69 -6.76 0.367
H 2.23 1.21 -5.27 0.382
H 0.10 2.41 -5.61 0.390
H -0.40 1.14 -4.52 0.143
H -0.69 0.95 -6.23 0.317
H 3.14 -2.53 -2.22 0.812
H 2.75 -4.07 -1.68 0.416
H 0.43 -2.48 -1.01 0.014
H 1.56 -1.25 -1.07 0.079
H 2.79 -1.62 0.74 0.267
H 2.66 -3.34 0.66 0.526
H 0.40 -1.53 1.36 -0.047
H 1.28 -2.46 2.56 0.220
H 0.23 -3.31 1.50 0.451
H 1.92 -3.89 -5.80 0.704
H 2.20 -4.96 -4.50 0.749
H 4.25 -3.56 -3.92 0.229
H 3.95 -2.51 -5.36 0.289
H 4.72 -5.48 -5.26 0.316
H 5.76 -4.20 -5.75 0.418
H 3.92 -3.83 -7.75 0.320
H 3.17 -5.20 -7.05 0.308
H 4.73 -5.41 -7.77 0.373
C -1.95 1.87 0.30 -0.336
O -2.42 0.94 -0.69 -0.308
O -1.92 1.24 1.50 -0.977
C -0.74 2.71 -0.13 0.562
F 0.42 2.02 -0.41 -0.212
F -0.96 3.43 -1.28 -0.337
F -0.47 3.60 0.86 -0.203
C -1.57 0.31 -1.60 0.623
C -2.36 -0.41 -2.66 -1.823
H -1.77 -0.79 -3.49 0.583
H -3.07 -1.13 -2.22 0.081
H -3.09 0.30 -3.05 0.438
H -0.79 -0.34 -1.16 0.173
H -0.92 1.02 -2.13 0.251
H -2.75 2.63 0.32 0.101


no.,maximum force (eV Å⁻¹)
1,4.6
2,3.5
3,3.1